Entry one
Computed, not measured: a structure of composition C24H51AsBr4O5PPtSbSi3, with wB97M-V/def2-TZVPD.

Lowest unoccupied orbital energy, eV: -0.05
Highest occupied orbital energy, eV: -6.51
Gap between HOMO and LUMO, eV: 6.46
Spin multiplicity: 1
Total charge: 0

Cartesian coordinates (Å):
Pt -0.5978 -0.2723 -0.4068
Br 3.5848 -5.5662 -1.2440
C 3.1102 -3.8937 -0.4996
C 3.4623 -3.5512 0.7954
Br 4.4323 -4.7756 1.8657
C 3.1017 -2.3037 1.3166
Br 3.6168 -1.7887 3.0621
C 2.3669 -1.3586 0.5778
O 2.0979 -0.1639 0.9586
C 1.8942 -1.7972 -0.7035
O 1.0874 -0.9805 -1.3709
C 2.3279 -2.9949 -1.2409
Br 1.8401 -3.3380 -3.0345
C -3.1596 2.4798 0.0367
As -2.7283 0.5998 0.0026
C -3.8433 0.0701 -1.5066
C -3.7620 0.0156 1.5384
H -4.2476 2.5583 -0.0025
H -2.7274 2.9811 -0.8250
H -2.8006 2.9406 0.9518
H -3.6991 0.7834 -2.3172
H -4.8930 0.0708 -1.2124
H -3.5471 -0.9140 -1.8612
H -4.8217 0.1853 1.3525
H -3.4533 0.5928 2.4098
H -3.5752 -1.0381 1.7340
C -4.3507 -4.4469 0.2793
C -3.5538 -3.2557 -0.1957
O -2.5160 -2.9911 0.7657
P -1.0872 -2.4082 0.2830
O -0.5752 -3.4864 -0.7429
C -0.3224 -4.8747 -0.4149
C -0.8673 -5.7432 -1.5223
O -0.2701 -2.5409 1.6251
C -0.5484 -3.3127 2.8090
C -1.2425 -2.4488 3.8352
H -5.1486 -4.6697 -0.4296
H -4.7977 -4.2472 1.2532
H -3.7091 -5.3244 0.3651
H -4.1863 -2.3682 -0.2732
H -3.1063 -3.4484 -1.1735
H -0.7807 -5.1152 0.5473
H 0.7585 -4.9796 -0.3253
H -1.9491 -5.6313 -1.6172
H -0.6476 -6.7898 -1.3073
H -0.3972 -5.4773 -2.4673
H 0.4271 -3.6434 3.1631
H -1.1476 -4.1870 2.5537
H -0.6553 -1.5502 4.0257
H -1.3475 -2.9982 4.7717
H -2.2363 -2.1588 3.4913
C 1.4288 5.4180 -1.4829
Si 0.0636 4.1290 -1.2267
C -1.1427 5.0100 -0.0376
C -0.8086 3.8412 -2.8840
Sb 1.0454 1.8301 -0.3489
Si 1.3904 2.6286 2.0720
C -0.2336 2.1537 2.8882
C 2.8180 1.8652 2.9812
C 1.6420 4.4896 2.1016
Si 2.8025 1.4409 -2.2060
C 3.6649 3.0659 -2.5830
C 1.8139 0.9113 -3.7046
C 4.1335 0.2363 -1.7080
H 1.0592 6.4028 -1.1890
H 1.7404 5.4795 -2.5251
H 2.3200 5.2127 -0.8880
H -2.0779 5.2653 -0.5421
H -0.6878 5.9492 0.2826
H -1.3834 4.4518 0.8647
H -1.7340 4.4172 -2.9643
H -1.0491 2.7873 -3.0449
H -0.1600 4.1489 -3.7074
H -0.4474 1.1008 2.6870
H -1.0753 2.7581 2.5395
H -0.1459 2.2899 3.9700
H 2.5942 0.8301 3.2236
H 2.9990 2.4358 3.8981
H 3.7317 1.8605 2.3870
H 0.9066 5.0593 1.5388
H 2.6358 4.7505 1.7319
H 1.5871 4.8128 3.1460
H 3.0105 3.7858 -3.0690
H 4.4813 2.8408 -3.2766
H 4.1026 3.5339 -1.7004
H 1.4090 1.7713 -4.2430
H 1.0093 0.2332 -3.4266
H 2.4797 0.3695 -4.3831
H 4.4891 0.4314 -0.6947
H 4.9754 0.3561 -2.3966
H 3.8024 -0.7980 -1.7557

Entry two
Computed, not measured: a structure of composition C24H51AsBr4O5PPtSbSi3, with wB97M-V/def2-TZVPD.

Lowest unoccupied orbital energy, eV: 0.03
Highest occupied orbital energy, eV: -6.43
Gap between HOMO and LUMO, eV: 6.46
Spin multiplicity: 1
Total charge: 0

Cartesian coordinates (Å):
Pt -0.5829 -0.2574 -0.4012
Br 3.8402 -5.4331 -0.7288
C 3.1894 -3.7903 -0.0556
C 3.3777 -3.4245 1.2692
Br 4.2700 -4.5982 2.4552
C 2.8843 -2.2028 1.7378
Br 3.0754 -1.6841 3.5490
C 2.1883 -1.2973 0.9146
O 1.7161 -0.1765 1.2991
C 1.9254 -1.7440 -0.4244
O 1.1781 -0.9551 -1.1960
C 2.4583 -2.9287 -0.8916
Br 2.1411 -3.3424 -2.7119
C -3.0889 2.4878 0.2016
As -2.7276 0.6025 0.0181
C -3.8396 0.2589 -1.5418
C -3.7589 -0.0606 1.5193
H -4.1685 2.6388 0.1688
H -2.6216 3.0291 -0.6165
H -2.7040 2.8546 1.1491
H -3.6394 1.0425 -2.2719
H -4.8962 0.2810 -1.2724
H -3.5819 -0.6946 -1.9890
H -4.8110 0.1800 1.3682
H -3.4016 0.4305 2.4240
H -3.6276 -1.1344 1.6272
C -4.3251 -4.5030 0.2457
C -3.6268 -3.2521 -0.2326
O -2.5635 -2.9492 0.6871
P -1.1232 -2.3991 0.1859
O -0.6943 -3.4325 -0.9276
C -0.4620 -4.8396 -0.6776
C -0.9555 -5.6258 -1.8666
O -0.2956 -2.6705 1.4914
C -0.5694 -3.5191 2.6244
C -1.0677 -2.6763 3.7730
H -5.1479 -4.7515 -0.4257
H -4.7268 -4.3592 1.2486
H -3.6312 -5.3440 0.2676
H -4.3152 -2.4081 -0.2512
H -3.2182 -3.3916 -1.2362
H -0.9685 -5.1390 0.2428
H 0.6133 -4.9591 -0.5414
H -2.0314 -5.5050 -2.0042
H -0.7434 -6.6852 -1.7180
H -0.4432 -5.2931 -2.7686
H 0.3854 -3.9862 2.8621
H -1.2881 -4.2911 2.3483
H -0.3531 -1.8801 3.9823
H -1.1734 -3.2928 4.6669
H -2.0380 -2.2355 3.5391
C 1.2985 5.3969 -1.7315
Si -0.0406 4.1345 -1.2954
C -1.1706 5.0494 -0.0661
C -1.0273 3.7194 -2.8563
Sb 0.9687 1.9035 -0.3810
Si 1.5332 2.6647 2.0054
C 0.0346 2.1129 2.9870
C 3.0994 1.9741 2.7265
C 1.7085 4.5345 2.0092
Si 2.7745 1.4280 -2.1647
C 3.6715 3.0319 -2.5503
C 1.8165 0.8798 -3.6730
C 4.0737 0.2247 -1.5916
H 0.9287 6.4007 -1.5112
H 1.5561 5.3652 -2.7907
H 2.2181 5.2527 -1.1638
H -2.1529 5.2323 -0.5063
H -0.7274 6.0220 0.1551
H -1.3192 4.5412 0.8863
H -1.9385 4.3188 -2.9267
H -1.3081 2.6644 -2.8976
H -0.4279 3.9262 -3.7455
H -0.1347 1.0486 2.8058
H -0.8668 2.6722 2.7229
H 0.2200 2.2569 4.0550
H 2.9700 0.9217 2.9685
H 3.3531 2.5425 3.6268
H 3.9360 2.0453 2.0286
H 0.8856 5.0737 1.5435
H 2.6363 4.8279 1.5125
H 1.7783 4.8644 3.0502
H 3.0409 3.7573 -3.0602
H 4.5031 2.7870 -3.2184
H 4.0939 3.5032 -1.6610
H 1.3998 1.7331 -4.2120
H 1.0192 0.1890 -3.3987
H 2.4936 0.3481 -4.3476
H 4.3904 0.4348 -0.5681
H 4.9426 0.3318 -2.2476
H 3.7373 -0.8084 -1.6339

We find entry two to be the most stable, with the next structure 0.270 eV higher.

Entry one
Computed, not measured: a structure of composition C24H28CdN9O3S3Se, with wB97M-V/def2-TZVPD.

Lowest unoccupied orbital energy, eV: 2.18
Highest occupied orbital energy, eV: -4.21
Gap between HOMO and LUMO, eV: 6.39
Spin multiplicity: 1
Total charge: -1

Cartesian coordinates (Å):
Cd -0.1844 -0.7497 -0.7884
C -2.8215 -2.9180 -0.3569
C -2.3424 -2.2416 -1.4650
C -2.4051 -0.8203 -1.1890
C -2.9961 -0.6917 0.1190
C -3.2308 -1.9621 0.6162
H -2.8492 -3.9931 -0.2394
H -2.0139 -2.6781 -2.3975
H -2.4977 -0.0702 -1.9662
H -3.2350 0.2414 0.6092
H -3.6206 -2.1938 1.6002
N -4.3936 4.6053 -3.6292
C -3.1617 4.0701 -3.2424
C -2.0359 4.2305 -4.0520
C -0.8314 3.6454 -3.6989
C -0.7399 2.9071 -2.5300
C -1.8471 2.7577 -1.7032
C -3.0527 3.3338 -2.0607
S 0.7853 2.1313 -2.0885
O 0.7813 2.1101 -0.6334
O 1.8544 2.8608 -2.7179
N 0.5094 0.6477 -2.6202
C 1.4630 -0.2357 -3.0664
N 1.1528 -1.5318 -2.7982
C 2.0179 -2.4611 -3.1753
C 3.1923 -2.1536 -3.8409
C 3.4009 -0.8084 -4.1001
N 2.5595 0.1498 -3.7387
H -4.3514 5.3791 -4.2694
H -5.0622 4.7323 -2.8901
H -2.1140 4.8170 -4.9619
H 0.0543 3.7640 -4.3129
H -1.7477 2.2020 -0.7766
H -3.9228 3.2147 -1.4230
H 1.7534 -3.4820 -2.9150
H 3.8967 -2.9172 -4.1390
H 4.2910 -0.4784 -4.6301
C -0.9386 -3.5519 2.3583
N 0.5076 -3.5238 2.2654
C 1.3509 -2.8896 3.1637
C 2.5914 -2.9657 2.6590
N 2.5057 -3.6597 1.4646
C 3.5813 -3.7898 0.5096
C 1.2160 -4.0074 1.2194
Se 0.5307 -4.9187 -0.2195
H -1.2236 -3.5181 3.4086
H -1.3014 -4.4700 1.9021
H -1.3753 -2.7064 1.8267
H 0.9777 -2.3961 4.0446
H 3.5186 -2.5505 3.0103
H 4.5190 -3.9480 1.0402
H 3.6456 -2.8857 -0.0985
H 3.3674 -4.6398 -0.1333
O 3.4173 -0.6154 1.7463
S 2.1508 -0.2687 1.0761
N 1.4196 -1.3865 0.4263
C 1.4253 2.9241 2.7356
N 0.5212 2.6541 3.8434
C 0.5211 3.3465 5.0480
C -0.4480 2.8284 5.8191
N -1.0307 1.8162 5.0728
C -0.4388 1.6902 3.8475
S -0.8656 0.5783 2.6748
H 1.6469 3.9908 2.7183
H 0.9491 2.6381 1.8003
H 2.3514 2.3599 2.8445
H 1.2123 4.1497 5.2429
H -0.7705 3.0830 6.8132
H -1.7896 1.2191 5.3417

Entry two
Computed, not measured: a structure of composition C24H28CdN9O3S3Se, with wB97M-V/def2-TZVPD.

Lowest unoccupied orbital energy, eV: 2.57
Highest occupied orbital energy, eV: -4.58
Gap between HOMO and LUMO, eV: 7.16
Spin multiplicity: 1
Total charge: -1

Cartesian coordinates (Å):
Cd -0.2172 -0.7699 0.0892
C 0.4621 -3.5998 0.7650
C -0.1244 -3.9494 1.9601
C 0.1985 -2.9584 2.9359
C 0.9899 -2.0030 2.3427
C 1.1486 -2.3462 0.9406
H 0.4310 -4.1489 -0.1655
H -0.7569 -4.8108 2.1304
H -0.1520 -2.9462 3.9589
H 1.4122 -1.1274 2.8198
H 2.0181 -2.0687 0.3484
N 5.9782 1.9054 4.4828
C 5.1897 1.7844 3.3321
C 4.9506 2.8927 2.5218
C 4.1957 2.7680 1.3678
C 3.6922 1.5292 1.0086
C 3.9314 0.4139 1.8021
C 4.6771 0.5413 2.9585
S 2.6684 1.3484 -0.4144
O 3.0535 0.0904 -1.0305
O 2.8082 2.5359 -1.2224
N 1.1860 1.1132 0.1286
C 0.5472 2.0155 0.9101
N -0.6339 1.5430 1.3626
C -1.3435 2.3181 2.1556
C -0.9117 3.5855 2.5271
C 0.3161 3.9741 2.0183
N 1.0566 3.2188 1.2182
H 5.9685 2.8262 4.8928
H 5.8024 1.1940 5.1751
H 5.3537 3.8582 2.8057
H 3.9790 3.6217 0.7417
H 3.5284 -0.5481 1.5127
H 4.8627 -0.3267 3.5804
H -2.2812 1.8962 2.5077
H -1.4898 4.2233 3.1789
H 0.7336 4.9462 2.2664
C -2.6751 -3.5525 -0.7996
N -3.6041 -2.4396 -0.8781
C -4.3638 -2.1321 -1.9843
C -4.9318 -0.9308 -1.7574
N -4.5171 -0.5224 -0.5094
C -4.7985 0.7636 0.0902
C -3.6714 -1.4361 0.0169
Se -2.7413 -1.2998 1.6146
H -3.1210 -4.4140 -1.2950
H -2.4756 -3.7715 0.2464
H -1.7396 -3.2843 -1.2955
H -4.4101 -2.7817 -2.8391
H -5.5593 -0.3187 -2.3774
H -5.2546 1.4000 -0.6637
H -3.8623 1.2085 0.4251
H -5.4599 0.6529 0.9494
O -3.1485 1.5326 -2.6682
S -2.0211 1.2549 -1.7525
N -1.6395 -0.1417 -1.5161
C -1.7684 -1.0505 -4.8572
N -0.5241 -0.4944 -4.3743
C -0.1904 0.8497 -4.4288
C 0.9024 1.0226 -3.6585
N 1.2239 -0.2156 -3.1477
C 0.3386 -1.1530 -3.5564
S 0.3477 -2.7823 -3.1295
H -1.9665 -0.6723 -5.8600
H -2.5779 -0.7722 -4.1807
H -1.6623 -2.1329 -4.8811
H -0.7765 1.5518 -4.9932
H 1.4745 1.8987 -3.4090
H 1.9448 -0.3764 -2.4436

We find entry two to be the most stable, with the next structure 1.633 eV higher.